The following is a DFT calculation (ωB97M-V/def2-TZVPD) of a cluster of 12 separate species, C26H76N2O12 in total in a non-equilibrium geometry.

## Properties
maximum force: 11.826 eV/Å
frontier orbital gap: 0.350 hartree
relative energy (zero: lowest compared OMol25 entry of this formula, charge and spin): 173.66 kcal per mole
lowest unoccupied orbital energy: 0.439 eV
SMILES: NC(N)=O.CC(C)O.CC(C)O.CC(C)O.CC(C)O.CC(C)O.CC(C)O.CC(C)O.CO.CO.CO.CO

```
116
Properties=species:S:1:pos:R:3:forces:R:3
N 2.95533 0.90831 -3.08620 1.9561 -0.8544 1.5207
C 2.11551 1.72653 -3.71448 -2.1470 -2.4340 -7.9677
N 1.66884 2.72983 -3.02115 -1.2092 2.3380 0.2041
O 1.68868 1.44229 -5.00312 2.2178 1.5613 6.3690
H 3.39179 0.18585 -3.62708 0.0516 0.0815 -0.4910
H 3.45275 1.14728 -2.19376 -0.5976 0.1983 -1.0212
H 1.03355 3.40460 -3.47111 0.6864 -0.7649 0.6084
H 1.98931 2.81447 -2.07699 -0.1713 0.5003 0.2485
C -1.52471 6.43216 -1.21449 -0.4568 -0.6240 -0.1699
C -1.55346 5.16384 -0.31857 0.8400 -2.4554 -8.7818
C -0.36203 4.25535 -0.48860 1.2948 -0.7606 -2.0397
O -1.48472 5.40082 0.88776 -1.1982 3.2640 11.3035
H -2.48164 6.93580 -1.06798 -0.0351 0.2103 0.0249
H -1.52089 6.10944 -2.25689 0.1901 0.2242 -0.0700
H -0.72121 7.16576 -1.01345 -0.1838 -0.6991 0.0639
H -2.39709 4.51640 -0.59215 -0.6419 0.2942 -0.3450
H 0.55186 4.80086 -0.28093 0.1306 0.2140 0.2603
H -0.30333 3.97975 -1.52681 0.1688 -0.1840 -0.7483
H -0.30435 3.27300 0.02368 -0.5866 0.8330 0.1104
H -2.27899 5.84930 1.24237 0.6286 -0.1267 -0.0794
C 4.65485 4.01985 -1.12300 1.2704 -0.1450 -0.4537
C 4.15175 3.03224 -0.10944 1.4332 7.1978 4.0902
C 2.88160 3.39313 0.56343 0.5602 2.2831 1.7959
O 4.11322 1.87006 -0.53796 -0.4442 -8.3651 -6.3092
H 5.72738 3.81794 -1.32555 -0.4454 0.2261 0.3030
H 4.53866 5.04210 -0.79893 0.0125 0.2962 0.0954
H 4.21443 3.90024 -2.10151 -0.6628 -0.0470 -0.2792
H 4.85974 2.94216 0.71392 0.8777 1.3641 0.6221
H 2.10448 3.42655 -0.14030 -1.4867 -0.4025 -0.5556
H 3.01459 4.43135 0.91065 -0.2948 -0.1080 0.0209
H 2.71907 2.82888 1.49751 -0.3796 -0.2311 -0.7618
H 3.98697 1.31544 0.20124 -0.2394 -2.0428 1.3653
C -4.19505 -3.16004 0.08405 -0.5936 -0.3052 1.1142
C -3.80096 -1.73647 -0.34793 4.3085 -3.3285 4.8553
C -2.26111 -1.57530 -0.16534 1.9963 -1.2175 0.8402
O -4.03436 -1.48736 -1.55899 -1.7045 1.3968 -8.7633
H -5.30138 -3.24242 0.17260 0.6915 -0.1089 0.0228
H -3.70054 -3.41575 1.03959 -0.6173 0.2945 -0.0234
H -3.83184 -3.96612 -0.55558 -0.0224 0.3852 -0.5970
H -4.31177 -1.02912 0.23605 -0.6773 0.9397 1.4290
H -2.00375 -0.52286 -0.13077 0.0100 0.0590 0.3733
H -1.51030 -1.96523 -0.97393 -2.1100 0.2915 0.6843
H -1.86027 -2.15520 0.71801 -0.5195 1.0735 -0.3562
H -3.26378 -1.70592 -2.13975 -0.9269 0.4800 0.6844
C -1.15923 -5.12255 -0.76042 0.0523 -0.2139 0.6618
C -2.06422 -5.71598 -1.84482 7.2807 4.6832 -2.2111
C -1.28539 -6.43974 -2.87219 2.9620 -0.4565 -1.5077
O -2.92357 -6.49836 -1.43292 -8.0423 -6.4863 4.2579
H -0.58832 -5.86825 -0.15111 -0.0059 0.2377 -1.1883
H -1.69980 -4.63643 0.02328 -0.9890 0.5019 0.3509
H -0.56880 -4.32329 -1.17251 0.8536 0.0174 -0.1077
H -2.59379 -4.99120 -2.40779 0.1424 2.1903 -0.5984
H -1.93888 -6.59017 -3.69407 -0.6317 -0.2665 -1.0156
H -0.93352 -7.47092 -2.60558 -0.1918 1.0349 0.3138
H -0.41459 -5.83970 -3.27294 -0.7343 -0.6922 0.5045
H -3.75492 -6.02766 -1.43771 -0.6184 -0.6017 0.5895
C -3.07826 3.55124 2.59432 -1.9441 1.5986 0.7456
C -2.07565 2.48652 2.51384 -5.0290 -3.7442 -0.3488
C -2.17618 1.38282 1.44765 -3.4018 -0.5919 0.4642
O -0.91631 2.92260 2.27662 8.5532 3.1104 0.2616
H -3.93244 3.09004 3.04399 -0.9770 -0.0644 0.1660
H -3.44335 4.13888 1.74768 0.3464 -0.5867 -0.4475
H -2.75596 4.30174 3.33900 0.1234 -0.2974 -0.1823
H -2.16938 2.06513 3.51785 0.3834 -0.5599 0.1346
H -2.04423 1.74619 0.42882 -0.1581 0.4182 0.0356
H -3.17795 0.87476 1.51739 0.8639 0.1071 -0.3163
H -1.40576 0.65760 1.59529 0.4397 -0.4425 0.3839
H -0.96611 3.73112 1.78858 0.3308 1.1531 -0.4050
C 1.21102 0.37798 -0.03278 0.3348 -0.7537 -0.5877
C 1.87642 -0.88055 -0.55736 0.8054 0.7394 7.0088
C 1.38734 -2.06836 0.21542 1.5392 -1.2676 0.2072
O 1.80135 -1.13922 -1.78437 -1.7952 -1.7786 -8.1823
H 1.37148 1.18721 -0.70750 0.0007 0.8355 -0.2655
H 1.48585 0.58272 0.96250 1.1207 0.5416 1.1220
H 0.19465 0.18996 0.11458 -2.0349 -0.1604 -0.4821
H 2.91939 -0.81309 -0.34356 1.4598 0.3992 1.0449
H 0.33312 -2.11387 0.31668 -1.0890 -0.2977 -0.3255
H 1.76840 -2.03407 1.21068 0.2663 0.2468 0.9342
H 1.85383 -3.00232 -0.18229 -0.7431 0.5570 -0.1003
H 2.13528 -0.41099 -2.32236 -0.1910 0.1195 -0.1659
C 0.59613 -1.05970 3.49054 -0.9603 -0.1315 0.9702
C 0.22210 0.38271 3.90156 -3.7045 -4.8481 3.5198
C 0.10320 0.55460 5.43555 -0.2821 -0.4413 -0.1116
O 1.05148 1.23256 3.41695 3.5428 4.5639 -3.0213
H 1.67410 -1.18392 3.37917 0.0206 -0.0312 0.3292
H 0.14122 -1.28748 2.55274 -0.1492 -0.0057 -0.9854
H 0.12250 -1.82268 4.15349 0.6829 0.6129 -0.0865
H -0.80594 0.54734 3.61027 -0.3410 -0.0276 -0.6832
H 1.02549 0.24785 5.90606 0.4886 0.3691 0.3076
H -0.68236 -0.03007 5.93560 0.0229 -0.0771 -0.5219
H -0.15579 1.59871 5.58874 0.3640 0.2154 0.3600
H 0.55510 1.91599 2.92288 0.4199 -0.0418 0.2031
C 0.43152 -4.46765 2.83596 -0.2691 -0.5131 -1.1465
O -0.99928 -4.31601 2.74319 0.6043 0.8121 0.3398
H 0.91689 -3.53405 3.11170 -0.5543 0.0169 0.3259
H 0.95147 -4.75213 1.91510 -0.5598 0.1000 -0.4876
H 0.70960 -5.26319 3.49717 -0.0382 -0.3059 0.9163
H -1.49015 -4.94504 2.20256 0.8316 -0.2248 -0.0142
C 4.79783 -0.87829 1.86313 -0.5224 -1.2098 0.9026
O 4.09148 0.32565 1.64809 0.0132 0.7067 0.3506
H 5.75993 -0.66672 2.35820 -0.2465 -0.3671 -0.2735
H 4.92836 -1.49226 0.95237 0.0062 0.8826 0.1669
H 4.13320 -1.49876 2.51402 0.8404 0.1282 -0.1707
H 3.97690 0.73038 2.53009 -0.1790 -0.1694 -0.7170
C -0.81309 0.59016 -2.83357 0.2287 -0.4752 0.9717
O -1.88354 0.42076 -3.71314 -0.5398 0.5359 -0.2108
H -0.94039 0.06464 -1.83523 -0.1083 0.6483 -1.0505
H -0.67718 1.67030 -2.65233 -0.0456 -0.5283 -0.0741
H 0.08746 0.15965 -3.27472 0.2391 0.3642 0.0811
H -1.96287 -0.51235 -3.93970 -0.1628 0.1582 0.1475
C -0.79816 -2.67074 -3.88322 1.3250 -1.3116 2.3398
O -2.05601 -2.21013 -3.47789 -1.5599 0.3479 -0.6917
H -0.60158 -3.41079 -3.08425 0.9172 -0.0245 -0.6168
H -0.02179 -1.89893 -3.77044 -0.5771 -0.1274 -0.3797
H -0.78520 -3.19986 -4.81392 -0.0631 0.1496 -0.8260
H -2.68100 -2.94012 -3.58675 0.0605 0.2183 -0.1087
```
Positions in Å, forces in eV/Å.

Results of the Löwdin charge analysis, in e, for atoms 1 through 99: N 0.148; C -0.604; N 0.186; O -0.122; H 0.131; H 0.116; H 0.146; H 0.068; C -0.014; C -0.638; C -0.048; O -0.012; H 0.074; H 0.079; H 0.092; H 0.150; H 0.085; H 0.059; H 0.083; H 0.145; C -0.011; C -0.673; C -0.028; O -0.001; H 0.097; H 0.079; H 0.068; H 0.143; H 0.024; H 0.101; H 0.097; H 0.040; C -0.028; C -0.576; C -0.049; O 0.012; H 0.089; H 0.076; H 0.044; H 0.119; H 0.025; H 0.099; H 0.080; H 0.082; C -0.016; C -0.693; C -0.050; O 0.054; H 0.107; H 0.030; H 0.055; H 0.117; H 0.066; H 0.106; H 0.097; H 0.119; C -0.041; C -0.606; C -0.017; O -0.018; H 0.083; H 0.080; H 0.109; H 0.140; H 0.086; H 0.103; H 0.042; H 0.065; C -0.003; C -0.611; C -0.024; O 0.014; H 0.057; H 0.057; H 0.038; H 0.109; H 0.044; H 0.044; H 0.110; H 0.038; C -0.028; C -0.601; C -0.037; O -0.004; H 0.074; H 0.041; H 0.093; H 0.101; H 0.071; H 0.080; H 0.073; H 0.091; C -0.139; O -0.125; H 0.045; H 0.070; H 0.067; H 0.060; C -0.126